{
  "formula": "C21H16F3FeN7O6S2",
  "method": "ωB97M-V/def2-TZVPD",
  "elements": ["Fe", "C", "C", "N", "N", "C", "N", "S", "C", "C", "C", "C", "C", "N", "H", "H", "H", "H", "H", "H", "H", "H", "H", "H", "F", "C", "F", "F", "C", "C", "C", "C", "N", "C", "S", "H", "H", "H", "O", "C", "O", "C", "C", "C", "C", "C", "C", "N", "O", "O", "N", "O", "O", "H", "H", "H"],
  "coordinates": [[0.1501, 1.0299, 0.6209], [1.6482, 4.9867, 0.9246], [1.3359, 3.5727, 0.5679], [0.3385, 2.9112, 1.0327], [-0.3952, 3.4287, 2.0901], [-0.6277, 2.5190, 3.0766], [-1.4488, 2.9075, 4.0634], [0.1449, 1.0316, 3.0608], [2.2358, 2.7125, -0.2238], [3.2802, 3.1734, -1.0099], [4.1103, 2.2468, -1.6213], [3.8742, 0.8960, -1.4242], [2.7999, 0.5087, -0.6375], [1.9992, 1.3950, -0.0527], [1.4940, 5.1296, 1.9954], [0.9899, 5.6783, 0.3950], [2.6761, 5.2426, 0.6838], [-1.0247, 4.1960, 1.9079], [-2.0264, 3.7266, 3.9768], [-1.7314, 2.2039, 4.7237], [3.4367, 4.2336, -1.1494], [4.9305, 2.5775, -2.2441], [4.5036, 0.1444, -1.8788], [2.5393, -0.5277, -0.4661], [-4.7101, 1.9058, -1.1693], [-4.2115, 0.9003, -1.9149], [-4.8818, 0.9228, -3.0874], [-4.5355, -0.2474, -1.3045], [-2.7328, 1.0406, -2.1323], [-2.2108, 1.0659, -3.4080], [-0.8381, 1.1838, -3.5972], [-0.0363, 1.2664, -2.4814], [-0.5306, 1.2473, -1.2477], [-1.8552, 1.1162, -1.0385], [-2.2093, 1.0043, 0.6447], [-2.8738, 0.9872, -4.2585], [-0.4064, 1.2012, -4.5867], [1.0413, 1.3467, -2.5717], [-0.5295, -1.5873, -1.4109], [-0.0775, -1.7882, -0.2905], [0.3930, -0.9340, 0.5381], [-0.1496, -3.2017, 0.2700], [0.2540, -3.4785, 1.5681], [0.1687, -4.7782, 2.0343], [-0.3057, -5.8193, 1.2619], [-0.6972, -5.5063, -0.0252], [-0.6328, -4.2233, -0.5357], [-1.2017, -6.5970, -0.8846], [-1.2995, -7.7010, -0.3880], [-1.5676, -6.3044, -2.0029], [0.6032, -5.0731, 3.4143], [1.0293, -4.1501, 4.0773], [0.4616, -6.2097, 3.8169], [0.6258, -2.6859, 2.1993], [-0.3662, -6.8261, 1.6428], [-0.9509, -4.0015, -1.5438]],
  "atomic_forces_ev_per_a": [[0.2, 0.0, -0.2], [0.0, 0.0, 0.0], [0.0, 0.0, 0.1], [0.0, -0.1, -0.1], [0.1, 0.1, 0.1], [0.0, 0.0, 0.0], [0.0, 0.0, 0.0], [0.0, 0.0, 0.0], [0.0, 0.0, 0.0], [0.0, 0.0, 0.0], [0.0, 0.0, 0.0], [0.0, 0.0, 0.0], [0.0, 0.0, 0.0], [-0.1, 0.0, 0.0], [0.0, 0.0, 0.0], [0.0, 0.0, 0.0], [0.0, 0.0, 0.0], [-0.1, -0.1, -0.1], [0.0, 0.0, 0.0], [0.0, 0.0, 0.0], [0.0, 0.0, 0.0], [0.0, 0.0, 0.0], [0.0, 0.0, 0.0], [0.0, 0.0, 0.0], [0.0, 0.0, 0.0], [0.0, 0.0, 0.0], [0.0, 0.0, 0.0], [0.0, 0.0, 0.0], [0.0, 0.0, 0.0], [0.0, 0.0, 0.0], [0.0, 0.0, 0.0], [0.0, 0.1, 0.0], [0.0, -0.1, 0.0], [-0.1, 0.1, 0.1], [0.0, -0.1, 0.0], [0.0, 0.0, 0.0], [0.0, 0.0, 0.0], [0.0, 0.0, 0.0], [0.3, -0.1, -0.1], [-0.7, 0.1, 0.3], [0.2, 0.0, 0.0], [0.2, 0.0, -0.1], [0.0, 0.0, 0.0], [0.1, 0.0, 0.0], [0.0, 0.0, 0.0], [0.2, 0.0, 0.0], [0.0, 0.0, 0.0], [-0.7, 0.1, 0.2], [0.2, -0.1, -0.1], [0.2, 0.0, -0.1], [-0.4, 0.1, 0.1], [0.1, 0.0, 0.0], [0.1, 0.0, 0.0], [0.0, 0.0, 0.0], [0.0, 0.0, 0.0], [0.0, 0.0, 0.0]],
  "e_above_lowest_kcal_mol": 0.0,
  "total_charge": 0,
  "fmax_ev_per_a": 0.7,
  "orbital_gap_ev": 6.441,
  "total_energy_ev": -108959.48058
}